1.
C3H5N3O2S in the gas phase at a distorted geometry, computed with wB97M-V/def2-TZVPD.

Element x y z (Å)
S1 -3.269 1.436 -0.820
O1 0.101 0.170 0.337
O2 -4.249 0.513 -1.306
N1 -2.052 1.582 -2.072
N2 -2.281 0.549 0.288
N3 0.284 1.007 -2.223
C1 -1.021 0.565 -0.265
C2 -0.928 1.101 -1.655
C3 -0.031 -0.609 1.603
H1 0.949 -0.815 1.568
H2 0.933 0.505 -1.644
H3 0.405 1.499 -3.081
H4 -0.402 -0.011 2.354
H5 -0.588 -1.483 1.460

Properties
**E_HOMO**: -9.38 eV
**Kohn-Sham gap**: 9.419 eV
**ΔE to the lowest compared entry with this formula, charge and spin**: 57.78 kJ/mol

---

2.
C24H27N5O3 in the gas phase at a distorted geometry, computed with wB97M-V/def2-TZVPD.

Element x y z (Å)
O1 -2.980 2.441 -0.377
O2 -0.555 3.232 0.493
O3 -1.859 0.749 1.523
N1 1.588 -0.899 -0.461
N2 1.175 -2.016 -2.399
N3 -3.516 2.135 0.867
N4 1.022 2.531 1.937
N5 0.125 0.054 -2.060
C1 3.534 -2.601 -2.419
C2 0.384 3.193 4.238
C3 0.934 -0.921 -1.635
C4 4.363 -4.410 -1.082
C5 2.255 -2.837 -1.934
C6 -0.963 2.471 4.206
C7 -0.803 -3.316 -5.870
C8 3.087 -4.637 -0.593
C9 -2.096 3.356 3.690
C10 0.876 3.635 2.855
C11 0.927 -3.571 -4.224
C12 -3.473 2.703 3.821
C13 1.380 0.125 0.333
C14 0.277 2.388 0.824
C15 0.278 -4.012 -5.361
C16 2.029 -3.853 -1.020
C17 4.586 -3.393 -1.994
C18 -0.048 1.084 -1.267
C19 0.502 -2.415 -3.564
C20 -3.572 1.340 3.119
C21 -2.884 1.358 1.761
C22 0.553 1.199 -0.007
C23 -0.593 -1.722 -4.077
C24 -1.232 -2.172 -5.217
H1 1.845 4.135 2.962
H2 -4.321 2.697 1.102
H3 -3.714 2.565 4.878
H4 -2.077 -1.619 -5.597
H5 -0.940 -0.832 -3.582
H6 0.173 4.334 2.400
H7 -4.620 1.061 2.997
H8 0.626 -4.910 -5.852
H9 0.312 4.082 4.868
H10 1.647 1.791 2.211
H11 -2.047 2.742 -0.213
H12 -1.914 3.594 2.642
H13 2.915 -5.429 0.120
H14 1.765 -4.136 -3.846
H15 1.030 -4.021 -0.646
H16 -1.307 -3.661 -6.760
H17 5.580 -3.214 -2.375
H18 1.903 0.059 1.280
H19 5.186 -5.028 -0.752
H20 -0.877 1.590 3.570
H21 -3.080 0.573 3.717
H22 -1.200 2.135 5.219
H23 3.693 -1.806 -3.132
H24 1.130 2.529 4.682
H25 -4.218 3.386 3.404
H26 -0.689 1.864 -1.651
H27 -2.103 4.297 4.248

Properties
**SMILES**: O=C(CCCCCCNC(=O)c1cnc(N(c2ccccc2)c2ccccc2)nc1)NO
**E_HOMO**: -7.89 eV
**Kohn-Sham gap**: 8.512 eV
**ΔE to the lowest compared entry with this formula, charge and spin**: 188.09 kJ/mol

---

3.
C24H20F6N2O7PS3Ti as an isolated structure at a distorted geometry, computed with wB97M-V/def2-TZVPD.

Element x y z (Å)
Ti1 -0.086 -1.210 2.530
S1 -0.568 -2.990 -0.016
S2 -2.008 -2.900 2.933
S3 2.476 -2.761 2.778
P1 -0.767 1.304 -0.852
F1 -3.504 -2.988 0.682
F2 -2.818 -4.916 1.401
F3 4.569 -1.088 2.398
F4 4.101 -2.375 0.723
F5 -4.423 -3.877 2.407
F6 5.043 -3.197 2.493
O1 -2.535 -3.323 4.199
O2 2.744 -2.846 4.210
O3 -0.369 0.622 2.250
O4 -0.111 -1.599 0.468
O5 -2.202 -1.440 2.591
O6 -0.023 -1.493 6.800
O7 1.825 -1.366 2.389
N1 -0.574 -3.212 2.542
N2 -0.072 -1.073 4.468
C1 -0.775 1.346 1.269
C2 -1.124 1.667 -2.676
C3 -0.702 2.822 -4.758
C4 3.811 0.633 -1.130
C5 1.594 0.352 -2.015
C6 3.292 1.412 -0.108
C7 1.059 1.132 -0.990
C8 2.955 0.102 -2.087
C9 -0.313 2.476 -3.472
C10 4.141 -2.302 2.069
C11 -2.730 1.568 -4.488
C12 -3.254 -3.705 1.788
C13 -1.629 5.004 1.593
C14 -1.145 2.971 -0.210
C15 -0.042 -1.301 5.639
C16 -1.324 3.752 2.104
C17 -1.096 2.717 1.181
C18 -1.911 2.366 -5.271
C19 1.926 1.655 -0.036
C20 -1.445 4.219 -0.700
C21 -0.483 -2.655 -1.774
C22 -2.336 1.227 -3.198
C23 -1.696 5.248 0.218
C24 0.842 -4.082 0.013
H1 1.747 -3.486 -0.108
H2 -2.986 0.614 -2.582
H3 0.937 -0.070 -2.767
H4 -1.273 3.573 3.169
H5 1.537 2.252 0.779
H6 -1.829 5.819 2.279
H7 -0.834 -3.530 -2.322
H8 4.873 0.426 -1.173
H9 0.716 -4.765 -0.828
H10 -1.141 -1.809 -1.972
H11 -0.061 3.454 -5.362
H12 -1.944 6.239 -0.138
H13 -2.212 2.636 -6.276
H14 3.348 -0.517 -2.885
H15 -3.675 1.211 -4.877
H16 0.631 2.840 -3.083
H17 0.538 -2.400 -2.053
H18 0.852 -4.616 0.958
H19 -1.484 4.407 -1.767
H20 3.947 1.822 0.650

Properties
**E_HOMO (spin up / spin down)**: -3.91 / -6.23 eV
**Multiplicity**: 3
**Kohn-Sham gap (spin up / spin down)**: 6.022 / 7.977 eV
**ΔE to the lowest compared entry with this formula, charge and spin**: 134.11 kJ/mol
**Charge**: -1

---

4.
C22H33AuF2NO2SSi2 as an isolated structure at a distorted geometry, computed with wB97M-V/def2-TZVPD.

Element x y z (Å)
Au1 1.109 -0.311 0.332
S1 1.696 -0.568 -2.938
Si1 -2.111 0.904 0.706
Si2 -1.683 -2.299 0.645
F1 2.918 2.643 4.173
F2 0.887 -1.299 5.647
O1 0.908 -0.513 -1.661
O2 2.374 -1.628 0.327
N1 2.082 1.523 0.125
C1 -0.003 -1.569 -4.774
C2 -3.349 0.821 2.118
C3 -2.511 -2.770 -0.990
C4 1.117 -2.033 -3.856
C5 2.030 1.168 2.502
C6 0.463 -0.228 -5.323
C7 1.253 -0.507 4.619
C8 -0.212 -3.459 0.893
C9 0.882 0.584 -4.103
C10 2.420 2.019 1.343
C11 -2.891 -2.597 2.055
C12 2.282 1.494 3.840
C13 -3.040 1.208 -0.916
C14 3.400 3.954 0.299
C15 0.971 -0.893 3.330
C16 1.353 -0.069 2.284
C17 1.907 0.683 4.888
C18 3.084 3.244 1.444
C19 -0.996 2.400 1.011
C20 2.397 2.226 -0.969
C21 3.051 3.438 -0.941
C22 -1.057 -0.586 0.553
H1 -0.449 2.281 1.949
H2 2.100 1.775 -1.908
H3 -2.507 -2.194 2.994
H4 -3.059 -3.671 2.192
H5 -0.548 -4.503 0.915
H6 0.295 -3.244 1.832
H7 -3.609 2.145 -0.872
H8 -3.402 -2.161 -1.165
H9 -3.792 1.807 2.296
H10 0.797 -2.801 -3.151
H11 -3.863 -2.140 1.852
H12 0.510 -3.345 0.082
H13 -0.322 0.278 -5.888
H14 3.365 3.662 2.397
H15 -2.815 -3.824 -0.985
H16 1.968 -2.407 -4.430
H17 -0.930 -1.442 -4.209
H18 -4.167 0.134 1.891
H19 3.282 3.966 -1.858
H20 1.315 -0.372 -5.994
H21 -0.160 -0.462 -0.120
H22 -3.741 0.395 -1.120
H23 3.915 4.904 0.373
H24 -1.591 3.318 1.072
H25 0.460 -1.823 3.135
H26 -0.192 -2.292 -5.570
H27 1.575 1.387 -4.355
H28 -0.274 2.512 0.201
H29 0.013 1.008 -3.595
H30 -1.821 -2.618 -1.824
H31 -2.337 1.275 -1.750
H32 2.122 0.974 5.908
H33 -2.868 0.497 3.043

Properties
**E_HOMO (spin up / spin down)**: -2.42 / -2.42 eV
**Kohn-Sham gap (spin up / spin down)**: 4.493 / 4.492 eV
**ΔE to the lowest compared entry with this formula, charge and spin**: 790.64 kJ/mol
**Charge**: -1

---

5.
C10H11BCl3F4N2O2RuS as an isolated structure at a distorted geometry, computed with wB97M-V/def2-TZVPD.

Element x y z (Å)
Ru1 0.476 0.900 0.018
Cl1 5.749 0.935 -0.667
Cl2 5.667 1.714 2.133
Cl3 4.922 3.621 0.064
S1 -0.436 0.459 1.972
F1 0.278 3.398 -2.836
F2 1.694 1.978 -1.670
F3 1.816 4.259 -1.352
F4 0.001 3.044 -0.567
O1 1.034 -0.760 -0.648
O2 -1.335 0.727 -0.776
N1 2.437 1.165 0.669
N2 -2.306 0.352 0.077
C1 3.531 1.481 0.621
C2 -2.062 0.189 1.390
C3 -4.584 -0.212 0.313
C4 4.922 1.928 0.538
C5 0.709 -2.696 0.760
C6 0.312 -1.973 -0.516
C7 0.637 -2.806 -1.746
C8 -3.526 0.161 -0.468
C9 -3.125 -0.198 2.209
C10 -4.379 -0.397 1.682
B1 0.958 3.238 -1.666
H1 0.082 -3.746 -1.735
H2 -5.552 -0.357 -0.143
H3 -2.926 -0.334 3.262
H4 -5.196 -0.694 2.324
H5 1.704 -3.034 -1.767
H6 0.521 -2.089 1.643
H7 0.145 -3.627 0.856
H8 -3.557 0.336 -1.533
H9 1.773 -2.941 0.726
H10 0.383 -2.259 -2.654
H11 -0.767 -1.762 -0.514

Properties
**E_HOMO (spin up / spin down)**: -8.40 / -8.34 eV
**Multiplicity**: 2
**Kohn-Sham gap (spin up / spin down)**: 8.165 / 7.370 eV
**ΔE to the lowest compared entry with this formula, charge and spin**: 36.38 kJ/mol

---

6.
C8H21F9HfN10O29S7 as an isolated structure at a distorted geometry, computed with wB97M-V/def2-TZVPD.

Element x y z (Å)
Hf1 34.553 -1.744 4.472
S1 32.477 0.695 2.992
S2 31.034 -2.462 5.199
S3 35.453 1.077 6.367
S4 32.121 -1.834 7.030
S5 33.844 -4.683 2.161
S6 33.867 -0.109 1.306
S7 36.964 -0.533 6.939
F1 32.225 0.498 4.547
F2 31.319 -2.658 3.630
F3 34.702 1.445 4.989
F4 34.870 -1.431 1.405
F5 31.244 -4.408 1.186
F6 33.575 -1.393 7.457
F7 31.999 -6.415 1.280
F8 37.314 -2.079 6.759
F9 31.291 -5.534 3.020
O1 34.276 -4.361 0.791
O2 29.413 -3.410 9.462
O3 34.379 1.218 7.341
O4 27.496 -0.040 6.249
O5 30.448 0.202 10.218
O6 28.675 -4.240 1.352
O7 34.163 -1.787 12.761
O8 38.225 0.034 6.447
O9 32.192 -9.467 5.155
O10 29.942 -1.422 5.219
O11 34.570 -5.846 2.737
O12 32.733 2.057 2.854
O13 32.889 -0.609 0.393
O14 31.596 -8.342 8.950
O15 31.081 0.242 2.602
O16 35.069 -2.664 10.950
O17 33.881 -3.475 3.016
O18 31.406 -0.565 7.403
O19 30.702 1.902 8.963
O20 27.711 -2.529 8.462
O21 30.751 -3.881 5.569
O22 31.923 -2.967 7.907
O23 33.112 -7.585 4.670
O24 31.449 -7.075 10.785
O25 25.318 -0.300 6.418
O26 36.674 -0.553 8.369
O27 36.535 2.105 6.372
O28 34.726 1.065 1.025
O29 28.363 -3.132 3.148
N1 28.652 -3.164 1.952
N2 32.520 -2.011 5.400
N3 28.424 -2.747 9.418
N4 30.125 0.894 9.283
N5 34.171 -2.081 11.621
N6 31.901 -7.357 9.708
N7 33.621 -0.411 2.971
N8 26.461 -0.678 6.106
N9 35.721 -0.399 5.832
N10 32.122 -8.240 5.084
C1 27.880 -2.305 10.739
C2 32.590 -6.219 9.018
C3 33.106 -1.509 10.785
C4 28.783 0.727 8.685
C5 30.907 -7.568 5.617
C6 32.005 -5.297 1.937
C7 26.510 -2.071 5.551
C8 29.014 -1.891 1.350
H1 33.102 -5.413 9.544
H2 28.752 1.568 7.993
H3 31.022 -6.587 6.078
H4 28.504 -1.807 0.390
H5 26.268 -2.588 6.480
H6 27.495 -2.381 5.203
H7 27.972 -1.219 10.699
H8 33.004 -6.471 8.042
H9 30.325 -8.217 6.272
H10 32.461 -0.861 11.379
H11 30.085 -1.696 1.293
H12 28.958 -0.235 8.202
H13 32.714 -2.302 10.148
H14 30.253 -7.446 4.753
H15 25.661 -2.114 4.869
H16 28.510 -2.625 11.569
H17 33.602 -0.805 10.117
H18 28.106 0.744 9.540
H19 26.868 -2.673 10.903
H20 31.764 -5.552 8.770
H21 28.397 -1.160 1.871

Properties
**E_HOMO (spin up / spin down)**: -12.80 / -12.80 eV
**Multiplicity**: 2
**Kohn-Sham gap (spin up / spin down)**: 4.909 / 2.383 eV
**Charge**: +1

---

7.
A 2-piece molecular cluster, CH4O3S overall at a distorted geometry, computed with wB97M-V/def2-TZVPD.

Element x y z (Å)
S1 -1.405 -1.252 -0.526
O1 -0.051 -0.941 -1.041
O2 1.232 1.358 -0.309
O3 0.303 0.164 1.276
C1 1.007 0.247 0.313
H1 -2.148 0.018 -0.847
H2 1.659 -0.583 0.089
H3 0.531 1.855 0.214
H4 -1.127 -0.866 0.832

Properties
**E_HOMO**: -10.02 eV
**Kohn-Sham gap**: 10.373 eV
**ΔE to the lowest compared entry with this formula, charge and spin**: 259.11 kJ/mol

---

8.
A 11-piece molecular cluster, C23H63BBrFN4O15S2 overall at a distorted geometry, computed with wB97M-V/def2-TZVPD.

Element x y z (Å)
Br1 1.860 -5.463 0.163
S1 0.029 -0.611 2.262
S2 -1.995 2.538 -2.600
F1 -3.395 -0.445 -2.013
O1 3.914 5.586 0.509
O2 0.459 -1.358 3.528
O3 1.418 -4.153 -2.205
O4 -0.367 1.956 -7.063
O5 0.335 -6.267 6.498
O6 -6.429 0.362 2.097
O7 -3.058 -3.398 0.194
O8 -0.018 0.828 2.677
O9 0.490 3.581 -4.752
O10 -4.225 3.954 4.175
O11 0.457 -4.351 4.073
O12 4.480 5.461 -2.648
O13 -2.906 2.690 -5.646
O14 -0.185 -7.600 3.226
O15 -1.367 -1.369 1.876
N1 -3.614 3.594 0.714
N2 -0.895 0.750 -0.569
N3 1.100 -1.264 -1.761
N4 4.295 -3.370 1.380
C1 2.086 0.317 0.616
C2 1.378 -0.044 -2.493
C3 -1.256 1.563 -1.446
C4 -4.716 -1.965 1.511
C5 1.030 -4.043 -1.007
C6 3.119 0.591 3.214
C7 -2.094 -1.127 -1.901
C8 1.147 -0.948 0.777
C9 2.946 -0.050 -2.985
C10 2.947 1.014 1.707
C11 -4.435 2.477 1.350
C12 3.620 2.362 -2.143
C13 0.283 -1.392 -0.562
C14 -4.041 1.129 0.473
C15 3.472 -2.406 0.531
C16 -1.224 -0.709 -0.650
C17 2.492 2.598 1.792
C18 2.126 -2.131 1.338
C19 -2.114 -0.859 0.727
C20 -0.043 -2.996 -0.471
C21 3.324 1.459 -3.437
C22 -1.538 -1.013 -3.395
C23 -2.829 0.464 1.257
B1 -3.256 -2.062 0.745
H1 0.805 -7.050 6.186
H2 0.851 0.125 -3.512
H3 4.567 -2.785 2.196
H4 -5.012 0.544 0.402
H5 -3.458 3.385 -6.025
H6 3.036 -0.718 -3.910
H7 -5.553 2.692 1.346
H8 -2.452 -2.230 -1.939
H9 -5.095 -3.031 1.775
H10 1.544 -3.082 1.651
H11 -0.302 -3.313 0.612
H12 0.420 -7.035 3.723
H13 4.527 1.917 -1.591
H14 2.724 3.061 2.807
H15 3.441 5.840 -0.294
H16 3.668 -0.367 -2.162
H17 -0.310 3.145 -4.416
H18 2.583 -1.850 2.368
H19 4.270 1.445 -4.102
H20 3.063 3.229 1.009
H21 1.375 2.734 1.598
H22 -0.276 -4.885 3.736
H23 2.812 0.062 -0.255
H24 0.780 4.134 -4.017
H25 2.038 -1.676 -1.607
H26 3.795 3.466 -2.443
H27 -1.167 1.523 -6.742
H28 5.312 5.844 -2.341
H29 -0.934 -3.336 -1.089
H30 -1.256 0.035 -3.739
H31 -0.692 -1.785 -3.545
H32 -3.540 2.026 -5.345
H33 -6.321 1.067 2.750
H34 -0.086 2.507 -6.319
H35 0.075 -3.466 4.172
H36 4.140 -1.468 0.423
H37 -3.293 -4.002 0.932
H38 2.763 2.387 -1.376
H39 3.812 -0.340 3.266
H40 -5.534 -1.548 0.808
H41 -3.827 1.544 -0.567
H42 -2.146 1.367 1.500
H43 1.452 1.161 0.132
H44 -4.150 4.481 0.717
H45 -3.228 0.203 2.317
H46 0.091 -5.801 5.687
H47 4.038 1.133 1.318
H48 0.086 -7.480 2.306
H49 -2.789 3.807 1.312
H50 -7.355 0.102 2.188
H51 -3.953 4.090 3.259
H52 2.205 0.480 3.873
H53 4.452 5.687 -3.587
H54 1.289 0.966 -1.957
H55 -3.987 2.345 2.402
H56 2.432 1.837 -4.073
H57 3.755 6.319 1.116
H58 3.761 1.411 3.728
H59 5.171 -3.474 0.824
H60 -2.387 -1.365 -4.099
H61 -4.662 -1.419 2.510
H62 3.396 -2.878 -0.496
H63 -3.623 4.510 4.684

Properties
**SMILES**: CCCCN[C@]1(CC(=O)Br)[C@@](N=C=S)([C@H](C)F)[C@@](CCCN)(B(C)O)OS(=O)(=O)[C@]1(CCN)CC(C)C.O.O.O.O.O.O.O.O.O.O
**E_HOMO**: -9.35 eV
**Kohn-Sham gap**: 8.860 eV

---

9.
A 2-piece molecular cluster, C8H14 overall, computed with wB97M-V/def2-TZVPD.

Element x y z (Å)
C1 -2.737 0.720 -0.087
C2 -1.910 1.233 -1.225
C3 2.479 -2.535 -0.706
C4 2.806 -1.666 0.242
C5 -3.366 1.486 0.791
C6 -0.446 0.786 -1.140
C7 1.816 -0.908 0.996
C8 2.116 0.025 1.889
H1 -2.862 -0.360 -0.044
H2 3.177 -3.066 -1.334
H3 -2.316 0.908 -2.185
H4 -0.372 -0.301 -1.185
H5 3.849 -1.505 0.498
H6 0.780 -1.087 0.731
H7 0.023 1.118 -0.216
H8 1.422 -2.699 -0.891
H9 -1.936 2.325 -1.214
H10 0.116 1.203 -1.976
H11 3.150 0.178 2.182
H12 -3.921 1.043 1.607
H13 -3.260 2.563 0.762
H14 1.393 0.539 2.506

Properties
**SMILES**: C=CC=C.C=CCC
**E_HOMO**: -8.97 eV
**Kohn-Sham gap**: 10.033 eV
**ΔE to the lowest compared entry with this formula, charge and spin**: 202.07 kJ/mol